1.
Below is a 9-piece molecular cluster, H19O9 overall, with properties calculated with wB97M-V/def2-TZVPD.

Values from the calculation:
**DFT total energy**: -18728.9093 eV
**Relative energy (zero: lowest compared OMol25 entry of this formula, charge and spin)**: 64.0 kcal per mole
**Orbital gap**: 10.7 eV
**E_LUMO**: -3.306 eV
**Charge**: +1

XYZ file:
```
28
Properties=species:S:1:pos:R:3:forces:R:3
H 1.579346 -2.563871 1.200133 0.955 -0.868 0.079
H 0.742957 -0.515222 3.530459 -1.773 -0.359 -0.042
H -2.683026 2.052743 0.204988 -1.839 -1.016 -0.057
O 0.832304 -2.007586 1.332424 -3.083 0.664 2.288
O 0.203988 0.579495 0.715337 -0.134 -1.678 -0.162
H -2.042283 -3.308848 0.295162 -1.290 0.502 0.810
H -1.071280 2.843250 -0.959745 -1.127 0.016 2.248
O -1.579236 -0.558100 -1.175058 2.270 -1.531 0.351
H 0.240641 -0.422749 0.979996 0.247 0.871 -0.012
H 0.287217 -2.275710 2.181922 1.862 0.502 -2.254
H -1.941588 2.511153 1.563733 -0.544 -0.081 -2.094
H -1.170027 2.480762 -2.411466 0.239 0.277 0.025
H -0.531484 -3.114098 0.230500 0.248 0.252 0.321
O 2.267699 -0.564268 -2.958031 -1.921 0.526 -3.563
O -0.649672 2.983209 -1.769115 1.221 -0.220 -2.448
H -0.496125 -0.086031 4.284712 -0.356 -0.284 -0.098
H 3.440707 1.000295 -0.492132 2.895 -0.584 0.567
H 0.972882 0.666715 0.102774 0.948 0.398 -0.064
O -1.267215 -3.592892 -0.140839 0.998 -0.709 -1.238
H 1.773010 -0.217535 -3.846911 1.934 -1.143 3.464
H 2.246336 0.152800 -2.327144 -0.090 0.554 0.022
H 2.435866 2.101421 -0.768711 0.120 -1.040 0.001
O -0.255384 -0.653386 3.537120 2.219 0.620 0.123
O -1.982720 2.549185 0.559220 2.058 0.857 2.392
O 2.546630 1.125459 -0.644909 -3.374 1.784 -0.476
H -2.260431 -0.473750 -1.810904 -1.294 0.322 -0.974
H -0.571015 0.662744 0.112623 -0.518 0.047 -0.044
H -1.068096 -1.355184 -1.526137 -0.875 1.321 0.834
```
Forces are in eV/Å.

Results of the Mulliken charge analysis, in e, for atoms 1 through 5: 0.2809, 0.3471, 0.3295, -0.7651, -0.2592

---

2.
Below is H20HeO10 as an isolated structure, with properties calculated with wB97M-V/def2-TZVPD.

Values from the calculation:
**DFT total energy**: -20878.9198 eV
**Relative energy (zero: lowest compared OMol25 entry of this formula, charge and spin)**: 22.8 kcal per mole
**Orbital gap**: 10.3 eV
**E_LUMO**: -0.172 eV

XYZ file:
```
31
Properties=species:S:1:pos:R:3:forces:R:3
H 0.144871 1.516103 0.499213 -0.614 -0.292 -0.056
O 2.422641 -1.332477 2.395153 0.642 0.193 0.356
H 0.856381 -2.701097 -0.395057 -0.078 0.035 0.379
H -1.235239 -0.719117 -3.125617 0.156 -0.135 -0.124
O 1.111211 -3.138167 -1.207617 -0.074 -0.063 -0.590
H -2.859339 0.912153 0.806963 -0.144 0.222 -0.136
H -0.457699 2.665783 -2.230007 0.686 0.287 -0.194
H 2.284731 1.761903 0.571693 -0.257 0.218 0.082
H -1.709949 3.191743 -2.898687 -0.127 0.054 -0.145
H 1.901041 -3.628217 -0.979037 0.211 -0.058 0.005
O -1.928529 0.730183 0.936253 0.210 0.542 0.201
H 2.061761 -0.534487 2.781433 -0.035 0.087 0.107
O 1.260371 3.169753 -2.130237 -0.060 0.189 -0.475
O -2.463749 -2.059807 1.340403 0.203 0.018 0.113
H 1.661151 -1.795937 2.046493 -0.421 -0.204 -0.194
H -1.710869 0.445863 -2.283897 -0.008 0.688 -0.020
H 1.087771 2.919823 -1.222507 0.115 0.035 0.849
H -2.567859 -2.516627 0.505713 0.027 -0.175 -0.492
H -3.356089 -1.835027 1.603903 -0.259 0.024 0.271
O -2.003039 -0.382917 -2.663357 -0.268 -0.575 0.135
H 1.829901 2.477383 -2.465647 0.261 -0.144 -0.180
H 0.364231 -3.601627 1.922233 0.133 -0.328 0.076
O 3.096311 1.379073 0.904863 0.866 -0.176 -0.094
He -0.114909 -0.322577 -0.126407 0.244 -0.190 -0.143
O -1.383159 2.464593 -2.368887 -0.798 -0.377 0.198
O 0.652701 2.327473 0.503053 -0.085 0.242 -0.199
H -0.611589 -2.475857 1.653343 -0.574 0.237 0.119
H 0.328261 2.810073 1.263353 -0.120 0.268 0.130
O 0.287011 -2.756297 1.479863 0.130 -0.061 -0.053
H -1.882419 -0.219817 1.043943 -0.078 -0.474 -0.005
H 2.934091 1.248153 1.839093 0.115 -0.087 0.080
```
Forces are in eV/Å.

Results of the Mulliken charge analysis, in e, for atoms 1 through 5: 0.3802, -0.6278, 0.3441, 0.3160, -0.6439

---

3.
Below is H20KrO10 as an isolated structure, with properties calculated with wB97M-V/def2-TZVPD.

Values from the calculation:
**DFT total energy**: -95729.7848 eV
**Relative energy (zero: lowest compared OMol25 entry of this formula, charge and spin)**: 14.0 kcal per mole
**Orbital gap**: 10.7 eV
**E_LUMO**: -0.018 eV

XYZ file:
```
31
Properties=species:S:1:pos:R:3:forces:R:3
H 13.092530 9.405450 12.760240 0.513 -0.439 -0.093
H 16.599380 6.336660 9.743850 0.063 -0.239 0.078
O 10.547060 12.468310 8.644530 -0.028 0.083 -0.298
H 12.929580 11.685510 12.747640 -0.489 -0.702 0.270
H 14.345150 7.426220 12.419350 -0.248 -0.255 0.127
H 15.781110 12.324700 11.921260 -0.019 0.150 0.498
H 9.759000 12.697260 12.387200 -0.003 0.220 0.084
H 16.065990 10.356030 10.814090 -0.191 0.877 -0.171
O 16.294550 9.457700 10.575360 0.129 -0.930 -0.064
O 16.360180 6.933640 9.034880 0.008 -0.278 -0.199
O 9.851350 11.766850 12.182170 -0.393 -0.217 -0.123
O 15.804750 12.185630 10.974520 -0.137 -0.268 0.020
H 16.259020 7.784530 9.461480 -0.093 0.531 0.035
O 14.552260 8.360690 12.429180 -0.069 -0.246 0.506
H 9.837300 7.453150 12.578760 -0.187 -0.079 0.234
H 13.398910 7.817060 6.020300 0.244 -0.114 -0.057
H 10.147520 8.101040 11.246130 -0.100 0.108 -0.304
H 10.669380 11.709950 11.688390 0.472 -0.048 0.123
H 11.593190 9.202070 12.709880 -0.461 -0.307 -0.100
O 12.262750 9.838420 12.960840 0.039 0.921 0.281
H 16.342600 12.903260 10.639890 0.159 0.176 -0.269
H 10.442680 11.597650 9.028330 -0.100 -0.215 0.098
H 15.190340 8.472510 11.724500 0.176 0.399 -0.614
O 12.544250 8.006160 6.407630 -0.199 -0.144 0.068
H 16.981220 9.211940 11.195290 0.473 0.017 0.095
H 10.935420 12.993900 9.343930 0.103 0.177 0.188
O 10.564620 7.759290 12.036990 0.216 -0.068 0.020
H 13.809530 12.333960 11.700210 0.015 -0.005 -0.402
O 13.150110 12.534480 12.364430 0.138 0.655 -0.059
H 12.468890 8.959600 6.368930 -0.057 0.259 -0.005
Kr 13.004230 9.995840 9.381290 0.024 -0.020 0.034
```
Forces are in eV/Å.

Results of the Mulliken charge analysis, in e, for atoms 1 through 5: 0.3960, 0.2873, -0.6018, 0.3818, 0.3349

---

4.
Below is a 10-piece molecular cluster, H20O10 overall, with properties calculated with wB97M-V/def2-TZVPD.

Values from the calculation:
**DFT total energy**: -20797.9456 eV
**Relative energy (zero: lowest compared OMol25 entry of this formula, charge and spin)**: 107.6 kcal per mole
**Orbital gap**: 9.6 eV
**E_LUMO**: -0.077 eV
**SMILES**: O.O.O.O.O.O.O.O.O.O

XYZ file:
```
30
Properties=species:S:1:pos:R:3:forces:R:3
O 0.584032 1.989493 1.132868 -1.257 0.202 -0.406
O -1.783476 -0.981531 3.029487 -0.222 -0.193 0.191
O -1.878056 3.675739 -2.073179 -0.197 -0.098 -0.021
O 0.094451 -1.908607 -2.077567 0.383 -0.603 -1.512
H -2.475540 4.223574 -2.594599 0.095 0.006 0.033
H 0.548938 -0.618273 -0.319349 -0.158 -0.158 -0.178
H 0.246829 -2.105382 -3.008723 0.114 -0.098 -0.047
O 2.936141 2.194904 1.075485 1.456 0.160 -0.242
H -2.416033 2.917007 -1.820401 0.086 0.109 -0.029
H -2.991703 -2.506500 0.216835 0.193 0.187 0.022
H 2.429995 -1.392556 2.223204 -0.090 0.064 0.031
H -4.026483 0.859231 0.325565 0.004 0.028 0.086
O -3.251496 0.318566 0.515477 -0.287 0.328 -0.106
O -2.600033 -2.317103 -0.643231 -0.345 -0.318 -0.328
H 0.878653 1.086994 0.966481 0.112 0.042 0.468
H 3.166463 1.965357 0.168153 0.046 0.119 0.045
O -0.371315 -0.800032 -0.097792 0.019 0.933 1.354
H -2.130325 -1.850850 3.259639 0.101 0.082 0.016
H -0.529445 -2.586231 -1.793723 -0.180 0.246 0.360
H -3.351503 -2.069785 -1.193791 0.036 -0.075 0.066
O 4.704275 -1.144582 -1.483350 0.100 -0.118 0.019
H -2.569187 -0.428834 2.950912 0.141 0.055 -0.179
H -0.321377 2.005233 0.802753 -0.078 -0.054 0.229
H 4.693670 -2.082730 -1.262541 -0.063 0.076 -0.018
H -2.692617 0.428485 -0.262059 -0.081 -0.264 0.170
H 2.677431 3.121968 1.024389 -0.217 -0.240 0.045
H 5.596434 -0.991676 -1.814501 -0.087 0.063 0.044
H -0.856061 -0.063252 -0.486595 0.309 -0.298 -0.043
H 3.061040 -0.473709 1.189983 0.135 0.120 0.094
O 2.626292 -0.464917 2.050161 -0.067 -0.303 -0.166
```
Forces are in eV/Å.

Results of the Mulliken charge analysis, in e, for atoms 1 through 5: -0.5420, -0.5802, -0.6054, -0.5276, 0.3154

---

Number 1: largest force on an atom 0.0803 hartree/bohr, E_HOMO -14.0 eV. Number 2: largest force on an atom 0.0176 hartree/bohr, E_HOMO -10.5 eV. Number 3: largest force on an atom 0.0187 hartree/bohr, E_HOMO -10.7 eV. Number 4: largest force on an atom 0.0325 hartree/bohr, E_HOMO -9.7 eV.